Record 1
C20H41CsN5O7P2 as an isolated structure, computed with ωB97M-V with the def2-TZVPD basis set.

ORCA input file:
```
! wB97M-V def2-TZVPD RIJCOSX def2/J DEFGRID3
* xyz -1 1
Cs -0.520 -0.333 1.070
O 0.334 0.876 3.472
N 0.374 2.062 3.806
N -0.211 2.888 2.948
O -0.879 2.582 1.894
C -0.052 4.264 3.140
C 1.137 4.866 3.484
C 1.230 6.266 3.509
C 0.136 7.009 3.202
C -1.068 6.364 2.943
C -1.182 5.001 2.814
H 1.994 4.168 3.531
H 2.128 6.660 3.899
H 0.233 8.087 3.138
H -1.925 6.887 2.594
H -2.100 4.505 2.532
C 4.943 -0.164 -1.225
N 5.042 -0.584 0.167
C 6.342 -0.998 0.617
P 3.714 -0.156 1.063
O 2.403 -0.465 0.439
N 4.004 -0.980 2.475
C 3.086 -0.469 3.511
C 3.821 -2.452 2.353
N 3.804 1.462 1.483
C 2.974 2.466 0.824
C 5.054 1.930 2.121
H 5.511 -0.859 -1.836
H 5.298 0.891 -1.239
H 3.953 -0.195 -1.664
H 6.561 -1.928 0.213
H 6.408 -1.218 1.696
H 7.163 -0.320 0.390
H 2.986 0.603 3.628
H 3.193 -0.987 4.474
H 2.046 -0.881 3.319
H 4.292 -2.897 1.444
H 2.723 -2.692 2.323
H 4.249 -2.953 3.192
H 1.914 2.217 0.870
H 3.189 2.601 -0.264
H 3.160 3.322 1.410
H 5.243 1.602 3.151
H 5.097 2.983 2.300
H 5.973 1.653 1.496
C -3.207 0.400 -4.625
C -4.167 -0.692 -4.083
C -4.135 -1.909 -5.040
C -5.567 -0.173 -3.961
O -3.779 -0.993 -2.658
P -2.488 -1.919 -2.387
O -1.498 -1.661 -3.511
O -2.087 -1.640 -0.970
O -3.065 -3.393 -2.578
C -3.897 -4.004 -1.541
C -4.572 -5.178 -2.227
C -4.997 -3.061 -0.862
C -2.957 -4.559 -0.476
H -3.433 0.593 -5.688
H -2.185 0.142 -4.428
H -3.372 1.328 -4.074
H -4.251 -1.607 -6.031
H -4.957 -2.588 -4.801
H -3.215 -2.408 -5.002
H -5.918 0.181 -4.947
H -5.637 0.690 -3.302
H -6.252 -0.948 -3.569
H -5.085 -4.809 -3.093
H -5.248 -5.662 -1.486
H -3.861 -5.926 -2.559
H -5.775 -2.652 -1.481
H -4.400 -2.288 -0.377
H -5.545 -3.754 -0.171
H -2.182 -5.083 -0.980
H -3.527 -5.322 0.053
H -2.517 -3.789 0.148
*
```

Values from the calculation:
Highest occupied orbital energy (Eh): -0.1647
Lowest unoccupied orbital energy (eV): 2.063
Relative energy (zero: lowest compared OMol25 entry of this formula, charge and spin) (kcal per mole): 0.0

These are the Mulliken partial charges, in e, on atoms 1 to 2: 1.183 -0.407

Record 2
A 2-piece molecular cluster, C3H3FI2 overall, computed with ωB97M-V with the def2-TZVPD basis set.

ORCA input file:
```
! wB97M-V def2-TZVPD RIJCOSX def2/J DEFGRID3
* xyz 0 3
C 0.381 -0.334 0.169
C -1.035 -0.536 -0.490
C -0.042 -1.489 -0.540
F -0.022 -2.728 -0.326
I -2.602 -0.933 0.898
I 0.847 -1.050 -3.513
H 1.158 0.388 -0.162
H 0.257 -0.528 1.197
H -1.202 0.184 -1.235
*
```

Values from the calculation:
Highest occupied orbital energy (alpha / beta) (Eh): -0.2862 / -0.3527
<S²>: 2.01
Lowest unoccupied orbital energy (alpha / beta) (eV): 0.496 / -3.493
Relative energy (zero: lowest compared OMol25 entry of this formula, charge and spin) (kcal per mole): 0.0

These are the Mulliken partial charges, in e, on atoms 1 to 2: -0.506 -0.354

Record 3
A 2-piece molecular cluster, C5H10O2 overall, computed with ωB97M-V with the def2-TZVPD basis set.

ORCA input file:
```
! wB97M-V def2-TZVPD RIJCOSX def2/J DEFGRID3
* xyz 0 1
C -1.647 -0.283 -0.272
C -0.685 0.029 0.872
C 0.247 1.220 0.725
C 1.363 0.490 0.644
C 0.632 -0.816 0.882
O 0.669 -1.797 -0.131
H -2.471 0.440 -0.295
H -2.075 -1.282 -0.140
H -1.150 -0.258 -1.245
H -1.227 0.002 1.826
H 0.065 2.293 0.725
H 2.414 0.726 0.495
H 0.841 -1.255 1.868
H 1.473 -2.318 -0.017
O 0.564 0.977 -2.381
H 0.842 0.253 -1.803
H 0.144 1.579 -1.754
*
```

Values from the calculation:
Structure (SMILES): C[C@@H]1C=C[C@@H]1O.O
Highest occupied orbital energy (Eh): -0.3650
Lowest unoccupied orbital energy (eV): 0.728
Relative energy (zero: lowest compared OMol25 entry of this formula, charge and spin) (kcal per mole): 61.7

These are the Mulliken partial charges, in e, on atoms 1 to 2: -1.278 0.265